The ion C43H41F2N2O with charge +1 at a distorted geometry, computed with wB97M-V/def2-TZVPD.

Last columns: bonded neighbours and bond lengths (Å).
Cartesian coordinates (Å):
1 C 4.63 5.25 -1.47  C2 1.502, H49 1.096, H50 1.100, H51 1.097
2 C 3.30 4.71 -1.91  C1 1.502, C3 1.398, C48 1.396
3 C 2.11 5.27 -1.43  C2 1.398, C4 1.404, H52 1.095
4 C 0.86 4.80 -1.86  C3 1.404, C5 1.503, C6 1.407
5 C -0.38 5.59 -1.52  C4 1.503, H53 1.100, H54 1.097, H55 1.098
6 C 0.81 3.68 -2.70  C4 1.407, N7 1.432, C46 1.403
7 N -0.44 3.22 -3.22  C6 1.432, C8 1.402, C20 1.364
8 C -0.81 3.47 -4.55  N7 1.402, C9 1.336, H56 1.080
9 C -2.12 3.25 -4.65  C8 1.336, N10 1.392, H57 1.078
10 N -2.59 2.83 -3.41  C9 1.392, C11 1.429, C20 1.375
11 C -3.98 2.79 -3.05  N10 1.429, C12 1.401, C18 1.401
12 C -4.52 1.63 -2.50  C11 1.401, C13 1.483, C14 1.395
13 C -3.73 0.37 -2.51  C12 1.483, H58 1.093, H59 1.095, H60 1.093
14 C -5.79 1.66 -1.92  C12 1.395, C15 1.397, H61 1.094
15 C -6.54 2.84 -1.93  C14 1.397, C16 1.499, C17 1.396
16 C -7.85 2.90 -1.20  C15 1.499, H62 1.094, H63 1.093, H64 1.098
17 C -6.03 3.96 -2.58  C15 1.396, C18 1.404, H65 1.094
18 C -4.75 3.96 -3.16  C11 1.401, C17 1.404, C19 1.495
19 C -4.23 5.22 -3.77  C18 1.495, H66 1.097, H67 1.101, H68 1.096
20 C -1.51 2.69 -2.57  N7 1.364, N10 1.375, C21 1.463
21 C -1.72 2.49 -1.14  C20 1.463, O22 1.233, C23 1.602
22 O -2.77 2.92 -0.64  C21 1.233
23 C -0.73 1.82 -0.08  C21 1.602, C24 1.549, C25 1.528, C31 1.511
24 C -0.49 3.03 0.87  C23 1.549, H69 1.094, H70 1.096, H71 1.097
25 C 0.62 1.38 -0.64  C23 1.528, C26 1.383, C30 1.405
26 C 0.68 0.57 -1.76  C25 1.383, C27 1.404, H72 1.088
27 C 1.81 -0.23 -1.99  C26 1.404, C28 1.391, H73 1.090
28 C 2.97 -0.01 -1.26  C27 1.391, C29 1.393, H74 1.094
29 C 3.00 1.00 -0.31  C28 1.393, C30 1.400, H75 1.093
30 C 1.83 1.69 0.02  C25 1.405, C29 1.400, H76 1.095
31 C -1.47 0.69 0.59  C23 1.511, C32 1.549, C39 1.560, H77 1.100
32 C -1.42 0.85 2.13  C31 1.549, C33 1.398, C38 1.399
33 C -2.53 1.21 2.90  C32 1.398, C34 1.400, H78 1.096
34 C -2.37 1.46 4.27  C33 1.400, C35 1.395, H79 1.088
35 C -1.14 1.30 4.90  C34 1.395, C36 1.386, H80 1.091
36 C -0.06 0.88 4.12  C35 1.386, F37 1.375, C38 1.393
37 F 1.15 0.64 4.73  C36 1.375
38 C -0.17 0.68 2.75  C32 1.399, C36 1.393, H81 1.090
39 C -1.23 -0.81 0.24  C31 1.560, C40 1.402, C45 1.407
40 C -1.45 -1.33 -1.04  C39 1.402, C41 1.395, H82 1.084
41 C -1.57 -2.70 -1.28  C40 1.395, C42 1.399, H83 1.088
42 C -1.44 -3.63 -0.24  C41 1.399, C43 1.383, H84 1.087
43 C -1.07 -3.12 0.99  C42 1.383, F44 1.375, C45 1.395
44 F -0.86 -4.00 2.03  C43 1.375
45 C -0.93 -1.76 1.24  C39 1.407, C43 1.395, H85 1.084
46 C 1.99 3.18 -3.28  C6 1.403, C47 1.493, C48 1.400
47 C 1.96 2.12 -4.34  C46 1.493, H86 1.096, H87 1.093, H88 1.097
48 C 3.22 3.69 -2.86  C2 1.396, C46 1.400, H89 1.093
49 H 5.44 4.56 -1.76  C1 1.096
50 H 4.85 6.22 -1.92  C1 1.100
51 H 4.65 5.38 -0.38  C1 1.097
52 H 2.16 6.11 -0.73  C3 1.095
53 H -0.88 5.96 -2.42  C5 1.100
54 H -1.11 5.02 -0.94  C5 1.097
55 H -0.08 6.46 -0.92  C5 1.098
56 H -0.10 3.86 -5.26  C8 1.080
57 H -2.79 3.39 -5.49  C9 1.078
58 H -4.25 -0.42 -1.96  C13 1.093
59 H -3.50 0.02 -3.52  C13 1.095
60 H -2.78 0.55 -2.00  C13 1.093
61 H -6.19 0.76 -1.44  C14 1.094
62 H -8.58 3.52 -1.74  C16 1.094
63 H -8.26 1.90 -1.08  C16 1.093
64 H -7.73 3.34 -0.20  C16 1.098
65 H -6.62 4.88 -2.63  C17 1.094
66 H -5.04 5.96 -3.77  C19 1.097
67 H -3.39 5.66 -3.22  C19 1.101
68 H -3.93 5.08 -4.82  C19 1.096
69 H 0.16 2.80 1.71  C24 1.094
70 H -0.02 3.83 0.28  C24 1.096
71 H -1.46 3.38 1.26  C24 1.097
72 H -0.18 0.54 -2.43  C26 1.088
73 H 1.76 -1.01 -2.75  C27 1.090
74 H 3.87 -0.60 -1.47  C28 1.094
75 H 3.92 1.25 0.23  C29 1.093
76 H 1.86 2.47 0.79  C30 1.095
77 H -2.53 0.84 0.34  C31 1.100
78 H -3.51 1.32 2.42  C33 1.096
79 H -3.23 1.80 4.85  C34 1.088
80 H -1.00 1.50 5.96  C35 1.091
81 H 0.70 0.35 2.18  C38 1.090
82 H -1.51 -0.71 -1.92  C40 1.084
83 H -1.78 -3.05 -2.29  C41 1.088
84 H -1.60 -4.69 -0.38  C42 1.087
85 H -0.61 -1.47 2.23  C45 1.084
86 H 2.97 1.72 -4.45  C47 1.096
87 H 1.31 1.29 -4.07  C47 1.093
88 H 1.65 2.52 -5.31  C47 1.097
89 H 4.14 3.27 -3.29  C48 1.093

HOMO energy = -0.4076 hartree
Frontier orbital gap = 7.05 eV
SMILES = Cc1cc(C)c(-n2cc[n+](-c3c(C)cc(C)cc3C)c2C(=O)[C@](C)(c2ccccc2)C(c2cccc(F)c2)c2cccc(F)c2)c(C)c1
Energy = -55712.947 eV
Energy relative to the best compared isomer or geometry (same formula, charge and spin) = 0.0 kcal per mole
Charge = +1